Formula: C25H36N7O2PS
Source: the OMol25 dataset
Level of theory: ωB97M-V/def2-TZVPD

Computed properties:
Orbital gap   7.689 eV
Highest occupied orbital energy   -7.878 eV
Multiplicity   1

```
72
Properties=species:S:1:pos:R:3:forces:R:3
H 1.4989 -1.4619 -3.0320 0.0 0.0 0.1
N 0.6122 -1.1366 -2.6434 0.1 0.4 0.7
C 0.7811 -0.5260 -1.5364 -0.2 -0.4 -0.5
C -0.4076 0.0261 -0.7966 -0.2 0.2 0.0
C 2.1597 -0.3504 -0.9028 -0.3 -0.3 -0.2
O 2.8633 0.7461 -1.4975 0.3 0.0 -0.1
C 2.5244 1.9756 -1.0243 -0.2 0.5 -0.3
O 1.6736 2.6634 -1.5192 0.2 -0.4 0.4
N 3.2917 2.3883 0.0754 -0.5 -1.0 0.2
C 4.3252 1.4695 0.5888 0.5 0.4 0.0
P 2.3691 3.2217 1.2471 0.0 1.3 -0.1
S 2.0312 5.1069 1.0337 0.1 -0.3 0.0
H -1.1858 0.3312 -1.4996 0.1 -0.1 0.0
H -0.1555 0.8902 -0.1742 0.1 -0.1 -0.1
H -0.8450 -0.7285 -0.1297 0.2 0.0 0.0
H 2.0668 -0.2201 0.1822 0.1 0.0 -0.1
H 2.7602 -1.2415 -1.1087 0.0 0.2 0.1
H 4.9625 1.1474 -0.2351 -0.2 -0.1 0.1
H 3.9281 0.6080 1.1313 0.0 0.0 -0.1
H 4.9618 2.0317 1.2765 -0.1 -0.1 -0.1
H 3.1414 2.9182 2.3730 0.0 -0.2 0.0
H 1.2066 2.4529 1.4167 0.1 -0.2 -0.1
C 9.2505 0.3891 2.3412 0.0 0.0 0.0
C 9.5785 1.2173 1.2325 0.0 0.0 0.0
C 8.6758 2.2455 1.2084 0.0 0.0 0.0
N 7.8155 2.0690 2.2587 -0.1 0.0 0.0
C 8.1590 0.9409 2.9549 0.0 0.0 0.0
H 9.7607 -0.5065 2.6526 0.0 0.0 0.0
H 10.3867 1.0746 0.5356 0.0 0.0 0.0
H 8.5738 3.0829 0.5400 0.0 0.0 0.0
H 7.0550 2.6800 2.4888 0.1 0.1 0.1
H 7.6033 0.6312 3.8232 0.0 0.0 0.0
C -3.1918 7.3643 1.0904 0.0 0.0 0.0
C -3.0582 6.7084 -0.1640 0.0 0.0 0.0
C -1.9255 5.9396 -0.1027 0.0 0.0 0.0
N -1.3739 6.1042 1.1359 0.0 0.0 0.0
C -2.1359 6.9697 1.8694 0.0 0.0 0.0
H -3.9709 8.0473 1.3847 0.0 0.0 0.0
H -3.7152 6.7940 -1.0130 0.0 0.0 0.0
H -1.4650 5.2958 -0.8325 0.0 0.0 0.0
H -0.5325 5.6534 1.4521 0.1 0.0 -0.1
H -1.8646 7.2310 2.8778 0.0 0.0 0.0
C -2.2530 -3.1542 3.5162 0.0 0.0 0.0
C -3.2580 -3.5396 2.5868 0.0 0.1 0.0
C -2.6853 -3.5379 1.3445 0.0 0.0 -0.1
N -1.3731 -3.1707 1.4869 0.0 0.1 0.0
C -1.1018 -2.9360 2.8085 0.0 0.0 0.0
H -2.3626 -3.0561 4.5829 0.0 0.0 0.0
H -4.2815 -3.7914 2.8065 0.0 0.0 0.0
H -3.0908 -3.7853 0.3768 0.0 -0.1 0.0
H -0.7100 -3.1005 0.7376 0.0 -0.1 0.0
H -0.1178 -2.6433 3.1319 0.0 0.0 0.0
C -5.6483 -0.0840 -1.9564 0.0 0.0 0.0
C -5.1829 -0.8251 -3.0787 0.0 0.0 0.0
C -4.1002 -1.5528 -2.6648 0.0 -0.1 0.0
N -3.8998 -1.2870 -1.3381 0.0 0.0 0.0
C -4.8381 -0.3930 -0.8970 0.0 0.0 0.0
H -6.4841 0.5947 -1.9304 0.0 0.0 0.0
H -5.5959 -0.8229 -4.0732 0.0 0.0 0.0
H -3.4604 -2.2375 -3.1952 0.0 0.0 0.0
H -3.1752 -1.6895 -0.7730 0.0 0.0 0.1
H -4.8502 -0.0590 0.1261 0.0 0.0 0.0
C -3.0922 -5.3306 -2.2994 0.0 0.0 0.0
C -2.9545 -6.6862 -2.7068 0.0 0.0 0.0
C -4.2118 -7.2244 -2.7570 0.0 0.0 0.0
N -5.0998 -6.2481 -2.3961 0.0 0.0 0.0
C -4.4287 -5.0920 -2.1146 0.0 0.0 0.0
H -2.2983 -4.6139 -2.1635 0.0 0.0 0.0
H -2.0391 -7.2037 -2.9387 0.0 0.0 0.0
H -4.5478 -8.2122 -3.0203 0.0 0.0 0.0
H -6.0948 -6.3624 -2.3451 0.0 0.0 0.0
H -4.9529 -4.1994 -1.8157 0.0 0.0 0.0
```
Positions in Å, forces in eV/Å.

---

Formula: C25H36O21
Source: the OMol25 dataset
Level of theory: ωB97M-V/def2-TZVPD

Computed properties:
Orbital gap   9.680 eV
Energy above the lowest of the compared OMol25 structures with the same formula, charge and spin   3.794 eV
Highest occupied orbital energy   -10.267 eV
Multiplicity   1

```
82
Properties=species:S:1:pos:R:3:forces:R:3
C -11.1770 14.0817 11.7500 0.2 1.6 -0.7
C -10.9744 15.2561 10.6918 0.1 -4.1 0.6
C -11.3414 14.7694 9.2571 1.4 0.2 -0.6
O -12.2410 15.7478 8.7769 -0.1 1.8 0.7
C -12.3684 16.7075 9.7723 -3.8 1.2 -1.3
O -13.0131 17.7458 9.6555 2.3 -2.7 0.2
O -11.9709 16.1492 10.9167 -0.6 2.9 1.1
H -10.2880 13.4513 11.7707 -0.4 -0.5 -0.2
H -12.1406 13.6377 11.5003 0.4 -0.7 -0.3
H -11.3580 14.4306 12.7666 0.4 0.5 0.0
H -9.9735 15.6863 10.7281 0.0 0.2 0.1
H -11.7938 13.7836 9.1494 0.0 0.0 0.3
H -10.4725 14.8751 8.6075 0.2 -0.6 0.0
C -9.2778 17.9182 5.4844 0.8 1.3 -0.8
C -10.4327 17.8456 6.4716 1.6 -2.1 -0.6
C -10.1699 18.6846 7.7118 -0.7 0.7 -1.7
O -11.0942 19.8279 7.4601 -0.3 -1.6 0.1
C -11.9814 19.4843 6.4448 -0.5 2.0 -0.8
O -12.8630 20.2209 6.0187 2.1 -2.1 1.4
O -11.6056 18.3087 5.8767 -1.3 1.0 0.3
H -8.3408 17.4588 5.7993 -0.3 -0.1 0.5
H -9.0541 18.9755 5.3424 0.2 0.3 0.1
H -9.4044 17.6152 4.4450 -0.8 -0.6 0.2
H -10.5455 16.7887 6.7130 -0.4 0.0 0.2
H -9.1475 19.0484 7.6086 -0.2 0.2 0.7
H -10.3310 18.0674 8.5957 -0.3 0.9 0.3
C -6.9458 12.5688 11.2726 0.3 -0.3 0.6
C -7.6347 11.2527 10.9456 0.0 0.5 1.7
C -6.8564 9.9599 11.0208 0.9 -0.1 -1.2
O -7.8251 9.0199 11.4599 0.6 -0.6 -0.2
C -8.6511 9.6668 12.3017 -1.8 -1.7 0.6
O -9.4330 9.0919 13.0373 1.6 1.6 -1.2
O -8.4972 10.9721 12.1064 -1.0 1.4 -0.1
H -6.4835 12.4628 12.2540 0.6 -0.2 -0.1
H -7.6116 13.4107 11.4624 -0.5 -0.2 -0.6
H -6.2305 12.8483 10.4991 0.0 0.0 0.1
H -8.1824 11.3710 10.0107 -0.5 -0.4 0.2
H -6.0130 9.9387 11.7110 -0.1 0.4 0.3
H -6.4420 9.6908 10.0492 -0.3 -0.4 0.0
C -4.8444 15.0909 3.0310 0.1 -1.4 0.3
C -3.8239 14.4624 2.0899 0.4 0.4 0.7
C -4.1266 14.4475 0.6125 -2.9 -1.5 1.2
O -3.0003 14.8431 -0.0288 2.2 0.5 -0.7
C -2.1765 15.4038 0.8894 2.2 3.7 -0.6
O -1.2214 16.1383 0.6560 -1.9 -2.5 0.0
O -2.6807 15.2823 2.1126 1.1 0.4 0.3
H -5.4382 14.2682 3.4292 -0.6 0.1 -0.2
H -5.4794 15.8483 2.5713 0.2 0.0 0.1
H -4.3398 15.4479 3.9288 0.2 0.4 -0.3
H -3.4436 13.4867 2.3925 -0.5 -0.2 0.4
H -4.9634 15.1273 0.4522 -0.1 0.0 -0.6
H -4.3742 13.4109 0.3839 -0.3 0.2 -0.7
O -2.1509 13.6161 6.9938 1.0 -1.9 1.7
C -1.6083 12.8480 7.7880 -0.7 3.4 -2.7
O -2.1878 12.0162 8.5796 -2.7 -1.6 1.7
C -1.2918 11.6160 9.5787 2.1 -1.8 1.1
C 0.0832 11.7393 8.8760 -1.0 1.4 1.7
O -0.3230 12.8485 8.0531 2.8 0.1 -1.8
H -1.1996 12.2289 10.4754 -0.9 0.7 -0.3
H -1.4960 10.6222 9.9771 -0.4 -0.1 -0.6
H 0.5486 10.8356 8.4825 -0.5 0.3 -1.0
H 0.8044 12.2138 9.5414 0.1 -0.4 0.1
O -2.0588 17.1444 6.7390 -0.1 -0.5 0.5
C -1.4922 16.7439 7.6998 1.0 0.1 1.6
O -0.1504 16.6721 7.8615 0.2 0.3 0.0
C 0.2120 16.3447 9.2232 0.1 -0.4 -1.1
C -1.0458 15.7736 9.8387 0.1 0.8 -1.6
O -2.0527 16.3625 8.9108 -0.3 -0.7 0.8
H 1.0431 15.6518 9.0913 0.0 0.1 0.5
H 0.4591 17.2143 9.8322 0.5 0.3 -0.7
H -1.0321 16.1859 10.8476 -1.2 -0.2 -0.1
H -1.0724 14.6840 9.8293 -0.4 0.1 -0.1
O -8.1560 16.1206 7.8795 1.7 -0.6 -0.7
C -7.0693 15.5942 7.7120 -1.7 1.8 1.3
O -6.8528 14.3212 8.0691 0.1 0.2 0.0
C -5.4806 14.0886 7.9559 2.0 -1.2 -2.4
C -4.8768 15.2873 7.1882 0.2 -0.8 0.9
O -5.9386 16.2358 7.3268 -0.4 0.1 0.1
H -4.9394 13.8412 8.8691 -0.5 0.4 0.3
H -5.2874 13.2941 7.2351 -0.4 -0.8 0.5
H -4.6192 15.1536 6.1376 -0.6 -0.3 0.0
H -3.9048 15.4480 7.6545 -0.4 1.3 0.2
```
Positions in Å, forces in eV/Å.

---

Formula: C25H37AsN8S2Ti
Source: the OMol25 dataset
Level of theory: ωB97M-V/def2-TZVPD

Computed properties:
⟨S²⟩   2.003
Orbital gap (alpha / beta)   7.117 / 8.698 eV
Energy above the lowest of the compared OMol25 structures with the same formula, charge and spin   0.726 eV
Highest occupied orbital energy (alpha / beta)   -11.759 / -13.468 eV
Multiplicity   3
Charge   +2

```
74
Properties=species:S:1:pos:R:3:forces:R:3
Ti -0.1244 -0.1601 -0.7990 -0.6 0.0 0.2
C -3.0671 0.9716 -1.7967 0.0 0.0 0.0
C -2.8049 -0.3534 -2.4846 -0.1 0.0 0.0
N -2.1153 -1.2958 -1.5893 0.2 0.1 0.0
C -2.9757 -1.9804 -0.6113 0.0 0.0 0.0
C -3.3041 -1.1839 0.6490 0.0 0.0 0.0
S -1.9096 -0.2300 1.3393 0.2 -0.1 -0.1
C -2.5290 1.4771 1.1850 0.0 0.0 0.0
C -2.0246 2.2961 -0.0053 0.0 0.1 0.0
N -1.8175 1.4945 -1.2166 0.1 -0.1 0.1
H -3.7981 0.8470 -1.0008 0.0 0.0 0.0
H -3.5071 1.6761 -2.5069 0.0 0.0 0.0
H -2.1525 -0.1899 -3.3464 0.0 0.0 0.0
H -3.7470 -0.7682 -2.8597 0.0 0.0 0.0
H -1.7319 -2.0253 -2.1781 0.0 0.0 0.0
H -2.4422 -2.8833 -0.3252 0.0 0.0 0.0
H -3.9210 -2.2893 -1.0730 0.0 0.0 0.0
H -3.6170 -1.8857 1.4218 0.0 0.0 0.0
H -4.1367 -0.4999 0.4986 0.0 0.0 0.0
H -2.2389 1.9839 2.1050 0.0 0.0 0.0
H -3.6167 1.4187 1.2073 0.0 0.0 0.0
H -1.0607 2.7355 0.2457 0.0 0.0 0.0
H -2.7375 3.1121 -0.1785 0.0 0.0 0.0
H -1.3693 2.0935 -1.9019 0.0 0.0 0.0
N 1.5740 -1.3226 -4.6429 -0.1 0.1 0.0
C 1.2149 -2.6172 -4.3550 0.0 0.0 -0.1
C 0.5834 -2.5736 -3.1504 0.0 0.0 0.1
N 0.5400 -1.2754 -2.7023 0.1 0.0 0.0
C 1.1467 -0.5473 -3.6222 0.0 -0.2 0.1
C 1.3606 0.8491 -3.3254 0.1 0.2 0.1
N 1.0032 1.2816 -2.1259 0.1 0.1 -0.1
C 1.3751 2.6047 -2.0687 0.0 0.0 0.0
C 1.9557 2.9642 -3.2446 0.0 0.0 0.0
N 1.9437 1.8384 -4.0349 -0.1 -0.1 0.0
H 2.0664 -1.0300 -5.4706 0.0 0.0 0.0
H 1.4426 -3.4323 -5.0188 0.0 0.0 0.0
H 0.1865 -3.3895 -2.5679 0.0 0.0 0.0
H 1.2289 3.1846 -1.1738 0.0 0.0 0.0
H 2.3775 3.8930 -3.5852 0.0 0.0 0.0
H 2.2967 1.7874 -4.9763 0.0 0.0 0.0
C -1.5063 -3.6444 3.1128 0.0 0.0 0.0
C -0.5205 -2.8574 3.6872 0.0 0.0 0.0
C 0.5291 -2.4256 2.8940 0.0 0.0 0.0
C 0.5457 -2.7937 1.5539 0.0 0.0 0.0
N -0.4110 -3.5234 0.9815 0.0 0.1 0.0
C -1.4096 -3.9400 1.7626 0.0 0.0 0.0
C 1.7427 -2.4564 0.7292 0.1 0.0 0.0
C 2.8468 -3.2979 0.7970 0.0 0.0 0.0
C 3.9961 -2.9722 0.1008 0.0 0.0 0.0
C 4.0188 -1.7895 -0.6205 0.0 0.1 0.1
C 2.8819 -1.0093 -0.6342 0.0 0.0 -0.1
N 1.7430 -1.3382 -0.0076 -0.1 0.0 -0.1
H -2.3296 -4.0328 3.6962 0.0 0.0 0.0
H -0.5612 -2.5991 4.7370 0.0 0.0 0.0
H 1.3326 -1.8226 3.2956 0.0 0.0 0.0
H -2.1623 -4.5588 1.2848 0.0 0.0 0.0
H 2.7901 -4.1951 1.3978 0.0 0.0 0.0
H 4.8625 -3.6192 0.1354 0.0 0.0 0.0
H 4.9021 -1.4695 -1.1549 0.0 0.0 0.0
H 2.8689 -0.0732 -1.1770 0.0 0.0 0.0
C 0.1336 2.4718 4.4258 0.0 0.0 0.0
As 1.0448 2.9972 2.8113 0.0 0.1 0.0
C 2.7888 3.6166 3.3295 0.0 0.0 0.0
C 0.1059 4.5540 2.1555 0.0 0.0 0.0
S 1.1948 1.3885 1.4578 0.1 0.0 -0.1
H -0.0046 3.3296 5.0824 0.0 0.0 0.0
H 0.7275 1.7124 4.9304 0.0 0.0 0.0
H -0.8316 2.0462 4.1567 0.0 0.0 0.0
H 2.6980 4.3607 4.1197 0.0 0.0 0.0
H 3.2810 4.0522 2.4626 0.0 0.0 0.0
H 3.3670 2.7650 3.6810 0.0 0.0 0.0
H -0.9439 4.3124 2.0027 0.0 0.0 0.0
H 0.1829 5.3597 2.8846 0.0 0.0 0.0
H 0.5488 4.8757 1.2149 0.0 0.0 0.0
```
Positions in Å, forces in eV/Å.

---

> Look up the multiplicity of the third one.

3

---

> Which of these has the highest multiplicity?

C25H37AsN8S2Ti